1.
83
Properties=species:S:1:pos:R:3 method="wB97M-V/def2-TZVPD" spin_multiplicity=3 orbital_gap_ev="7.17 / 7.47" homo_ev="-12.88 / -12.88" relative_energy_kj_mol=127.7 total_charge=+2
Pr -0.680 -0.624 -0.914
C -1.685 -3.034 1.924
O -2.027 -2.254 0.702
C -3.372 -2.483 0.391
C -3.679 -1.893 -0.974
O -3.092 -0.626 -1.081
C -3.795 0.619 -0.592
C -3.140 1.030 0.745
O -1.732 1.261 0.565
C -1.154 1.609 1.849
H -0.967 -2.457 2.488
H -2.697 -3.132 2.461
H -1.300 -4.054 1.584
H -3.523 -3.595 0.295
H -4.042 -2.047 1.187
H -3.225 -2.551 -1.742
H -4.720 -1.820 -1.114
H -3.667 1.391 -1.373
H -4.817 0.293 -0.543
H -3.561 1.948 1.085
H -3.226 0.177 1.559
H -0.291 2.281 1.753
H -1.942 2.086 2.444
H -0.872 0.652 2.312
S 2.806 0.207 -4.549
C 3.425 -1.184 -3.817
C 2.692 -1.581 -2.745
C 1.527 -0.817 -2.497
C 1.397 0.145 -3.453
C 0.355 1.128 -3.454
C -0.066 1.888 -4.558
C -1.000 2.900 -4.436
C -1.401 3.251 -3.121
C -1.045 2.444 -2.086
N -0.259 1.379 -2.234
H 4.314 -1.683 -4.172
H 3.066 -2.389 -2.141
H 0.390 1.593 -5.511
H -1.479 3.354 -5.248
H -2.128 4.023 -2.876
H -1.375 2.646 -1.088
C -0.219 -3.761 -1.894
C -0.495 -3.203 -3.289
O -1.562 -2.207 -3.292
C -1.893 -1.898 -4.617
C -3.187 -1.061 -4.596
H 0.660 -4.443 -1.963
H -1.069 -4.363 -1.541
H 0.092 -3.038 -1.162
H -0.796 -4.056 -3.919
H 0.375 -2.711 -3.696
H -2.067 -2.848 -5.223
H -1.045 -1.362 -5.099
H -4.078 -1.733 -4.389
H -3.444 -0.510 -5.510
H -3.060 -0.291 -3.865
C 2.448 1.700 -0.109
C 2.177 0.549 0.818
N 1.433 -0.543 0.631
C 1.857 -1.490 1.571
C 2.711 -0.904 2.482
N 2.845 0.453 2.026
C 3.754 1.474 2.569
N 3.857 1.501 4.027
N 4.747 0.655 4.650
N 4.668 0.752 5.895
C 3.661 1.602 6.243
C 2.976 1.904 7.410
C 1.904 2.775 7.373
C 1.473 3.401 6.151
C 2.183 3.167 4.972
C 3.200 2.196 5.064
H 2.076 1.489 -1.110
H 3.589 1.935 -0.148
H 1.941 2.612 0.264
H 1.512 -2.501 1.610
H 3.333 -1.304 3.256
H 3.530 2.525 2.203
H 4.817 1.269 2.253
H 3.164 1.322 8.357
H 1.445 3.101 8.259
H 0.648 4.087 6.195
H 1.826 3.680 4.119

2.
57
Properties=species:S:1:pos:R:3 method="wB97M-V/def2-TZVPD" spin_multiplicity=1 orbital_gap_ev=8.06 homo_ev=-10.76 total_charge=+1
C -1.657 1.846 3.583
C -1.320 0.533 2.918
N -1.523 0.587 1.457
C -2.587 1.332 1.018
N -3.347 2.071 1.852
C -3.066 2.293 3.256
C -4.390 2.946 1.335
C -4.366 2.797 -0.171
S -3.211 1.402 -0.603
H -1.611 1.739 4.674
H -0.969 2.654 3.290
H -0.276 0.295 3.128
H -1.975 -0.256 3.322
H -3.845 1.831 3.904
H -3.159 3.380 3.407
H -5.370 2.668 1.739
H -4.208 3.989 1.655
H -5.373 2.642 -0.591
H -3.965 3.737 -0.578
C -0.381 -5.961 2.612
C -0.449 -4.567 2.047
C -1.547 -3.752 2.350
C -1.632 -2.428 1.899
C -0.608 -1.835 1.154
C -0.813 -0.379 0.598
C 0.419 0.278 -0.001
C 1.744 -0.168 0.110
C 2.736 0.328 -0.745
C 2.455 1.398 -1.597
O 3.434 2.050 -2.355
C 3.853 1.484 -3.561
C 3.639 2.206 -4.743
C 4.044 1.639 -5.952
C 4.691 0.396 -5.971
C 4.963 -0.274 -4.774
C 4.521 0.259 -3.559
C 1.158 1.909 -1.649
C 0.161 1.314 -0.897
C 0.382 -2.727 0.698
C 0.514 -4.043 1.177
H 0.633 -6.372 2.604
H -0.709 -5.953 3.658
H -1.035 -6.647 2.053
H -2.354 -4.162 2.956
H -2.556 -1.874 2.060
H -1.469 -0.610 -0.296
H 2.011 -1.001 0.763
H 3.740 -0.093 -0.745
H 3.166 3.188 -4.700
H 3.874 2.183 -6.883
H 5.003 -0.052 -6.915
H 5.514 -1.217 -4.758
H 4.688 -0.243 -2.607
H 0.913 2.756 -2.282
H -0.887 1.575 -1.098
H 1.044 -2.426 -0.111
H 1.357 -4.666 0.861

Electronic energy? In order: -2711.8658; -1589.6514 hartree.